Record 1
# C27H31N5O2S

The molecule C27H31N5O2S in a non-equilibrium geometry (ωB97M-V/def2-TZVPD, the OMol25 dataset).

Geometry (Å):
C 2.44 1.26 -4.48
C 1.55 0.93 -3.33
C 2.02 0.16 -2.27
C 1.22 -0.15 -1.18
C 1.75 -1.02 -0.09
C -0.09 0.35 -1.15
N -0.92 0.07 -0.02
C -0.98 0.91 1.03
O -1.56 0.65 2.07
C -0.36 2.30 0.86
N 1.05 2.30 0.59
N 1.92 1.66 1.37
N 3.10 1.81 0.94
C 3.07 2.58 -0.18
C 4.09 3.05 -1.02
C 3.71 3.84 -2.07
C 2.37 4.18 -2.30
C 1.35 3.74 -1.49
C 1.72 2.93 -0.42
C -1.62 -1.21 -0.08
C -1.02 -2.35 0.79
O -0.81 -3.43 0.29
N -0.83 -2.00 2.06
C -0.42 -2.86 3.17
C 0.10 -1.92 4.27
C 0.69 -3.82 2.75
C -1.64 -3.63 3.67
C -3.09 -1.15 0.23
C -3.86 -2.35 0.23
C -5.17 -2.14 0.51
S -5.51 -0.48 0.79
C -3.86 -0.06 0.50
C -0.60 1.08 -2.23
C -2.04 1.52 -2.26
C 0.23 1.37 -3.30
H 3.44 1.52 -4.13
H 2.05 2.09 -5.06
H 2.53 0.40 -5.14
H 3.04 -0.20 -2.29
H 1.40 -2.04 -0.23
H 2.83 -1.02 -0.10
H 1.42 -0.68 0.89
H -0.86 2.84 0.05
H -0.54 2.82 1.81
H 5.12 2.79 -0.83
H 4.46 4.22 -2.75
H 2.13 4.82 -3.14
H 0.32 4.01 -1.67
H -1.51 -1.56 -1.12
H -1.18 -1.08 2.35
H -0.67 -1.22 4.57
H 0.95 -1.35 3.90
H 0.41 -2.49 5.14
H 0.35 -4.46 1.95
H 0.98 -4.43 3.60
H 1.56 -3.26 2.40
H -2.01 -4.29 2.88
H -1.39 -4.24 4.53
H -2.44 -2.94 3.94
H -3.43 -3.31 0.02
H -5.96 -2.86 0.58
H -3.58 0.97 0.59
H -2.44 1.71 -1.27
H -2.15 2.42 -2.87
H -2.65 0.74 -2.72
H -0.16 1.94 -4.13

Computed properties:
E_LUMO: 0.4335 eV
M: 489.6 g mol⁻¹
Charge: 0
E: -1869.9525 a.u.
Energy relative to the best compared isomer or geometry (same formula, charge and spin): 1.0951 eV


Record 2
# C27H31N5O4S4SeSiSr

A structure of composition C27H31N5O4S4SeSiSr in a non-equilibrium geometry (ωB97M-V/def2-TZVPD, the OMol25 dataset).

Geometry (Å):
Sr 1.22 -1.15 -1.61
S 2.09 -3.94 -1.21
C 0.80 -5.04 -0.82
C 1.14 -6.36 -0.42
C 0.20 -7.31 -0.11
C -1.16 -7.02 -0.18
C -1.53 -5.74 -0.57
C -0.58 -4.77 -0.87
S -1.20 -3.17 -1.33
C -1.72 -2.55 0.31
C -1.83 -1.06 0.31
C -2.95 -0.41 0.81
C -2.92 0.97 0.93
C -1.79 1.67 0.53
C -0.74 0.95 -0.02
C 0.51 1.63 -0.51
S 1.96 0.99 0.40
C 3.23 2.04 -0.26
C 3.59 3.13 0.54
C 4.57 4.01 0.14
C 5.21 3.79 -1.08
C 4.86 2.71 -1.87
C 3.87 1.79 -1.49
S 3.50 0.46 -2.57
N -0.77 -0.38 -0.15
H 2.20 -6.59 -0.37
H 0.53 -8.30 0.19
H -1.90 -7.76 0.06
H -2.58 -5.48 -0.64
H -0.96 -2.83 1.05
H -2.66 -3.00 0.61
H -3.79 -0.98 1.15
H -3.76 1.49 1.36
H -1.71 2.74 0.64
H 0.46 2.71 -0.38
H 0.67 1.47 -1.59
H 3.06 3.28 1.47
H 4.83 4.86 0.76
H 5.98 4.47 -1.42
H 5.36 2.54 -2.82
C -1.79 6.52 -2.89
N -1.09 5.31 -3.29
C -1.63 4.45 -4.20
C -1.00 3.31 -4.52
C 0.25 3.04 -3.85
N 0.78 3.87 -2.96
C 0.12 5.01 -2.63
O 0.50 5.80 -1.77
N 0.88 1.90 -4.16
H -2.60 6.70 -3.59
H -1.10 7.36 -2.90
H -2.18 6.43 -1.88
H -2.57 4.74 -4.63
H -1.42 2.60 -5.23
H 0.41 1.19 -4.72
H 1.74 1.63 -3.70
O 0.11 -2.36 -5.70
N 0.06 -1.32 -5.06
O -0.26 -0.24 -5.59
O 0.46 -1.30 -3.85
C -2.42 -3.13 6.49
Si -1.27 -1.78 5.81
C 0.40 -2.63 5.58
C -1.02 -0.58 7.25
Se -2.03 -0.81 3.99
H -2.07 -3.50 7.46
H -2.46 -3.97 5.80
H -3.43 -2.74 6.61
H 0.72 -3.16 6.48
H 1.16 -1.89 5.32
H 0.35 -3.34 4.76
H -0.80 -1.10 8.19
H -1.92 0.03 7.40
H -0.20 0.10 7.03

Computed properties:
E_LUMO: 3.8325 eV
M: 812.5 g mol⁻¹
Charge: -2
E: -5936.8442 a.u.


Record 3
# C27H31Si

A structure of composition C27H31Si in a non-equilibrium geometry (ωB97M-V/def2-TZVPD, the OMol25 dataset).

Geometry (Å):
C 1.15 4.68 0.95
Si 1.42 2.87 0.58
C 0.62 2.40 -1.04
C 3.23 2.38 0.56
C 0.61 1.87 2.07
C -0.52 0.97 1.65
C -0.43 -0.48 1.83
C -1.77 1.60 1.18
C -2.16 2.93 1.47
C -3.36 3.48 1.03
C -4.28 2.73 0.30
C -3.94 1.41 -0.02
C -2.72 0.87 0.40
H 1.48 4.95 1.97
H 1.73 5.30 0.24
H 0.09 4.97 0.85
H 0.62 1.31 -1.22
H -0.43 2.74 -1.09
H 1.16 2.87 -1.89
H 3.34 1.29 0.46
H 3.74 2.87 -0.28
H 3.74 2.69 1.49
H 1.45 1.33 2.56
H 0.29 2.69 2.75
H -1.36 -0.99 1.47
H -0.15 -0.77 2.94
H -1.50 3.56 2.08
H -3.62 4.52 1.28
H -5.23 3.14 -0.04
H -4.64 0.78 -0.60
H -2.49 -0.16 0.10
C 0.40 -1.88 0.83
C 0.11 -3.20 1.59
C 0.65 -3.34 2.87
C 0.35 -4.43 3.66
C -0.36 -5.52 3.14
C -0.97 -5.34 1.90
C -0.71 -4.23 1.11
C 0.23 -1.93 -0.65
C 1.02 -1.12 -1.43
C 0.97 -1.05 -2.89
C 1.76 -0.08 -3.56
C 1.91 -0.12 -4.94
C 1.25 -1.11 -5.69
C 0.42 -2.04 -5.04
C 0.26 -2.01 -3.66
H 1.38 -1.42 1.13
H 1.22 -2.50 3.30
H 0.71 -4.46 4.69
H -0.51 -6.42 3.74
H -1.65 -6.13 1.56
H -1.28 -4.10 0.20
H -0.49 -2.66 -1.07
H 1.74 -0.43 -0.91
H 2.25 0.69 -2.94
H 2.50 0.65 -5.42
H 1.36 -1.12 -6.76
H -0.15 -2.76 -5.62
H -0.40 -2.73 -3.14

Computed properties:
E_LUMO: -5.0945 eV
M: 383.6 g mol⁻¹
Charge: +1
E: -1336.6339 a.u.


Record 4
# C27H32As2GeKN2O10

A structure of composition C27H32As2GeKN2O10 in a non-equilibrium geometry (ωB97M-V/def2-TZVPD, the OMol25 dataset).

Geometry (Å):
K -1.75 1.90 -3.07
N -4.38 -1.29 -0.69
N -4.77 -0.40 -1.70
C -3.91 0.58 -2.06
O -4.09 1.36 -2.96
O -2.78 0.62 -1.32
H -4.07 -2.19 -1.08
H -5.13 -1.46 -0.03
H -5.64 -0.49 -2.21
Ge -2.50 -0.28 1.97
C -3.35 -1.52 3.33
C -4.71 -1.80 3.15
C -5.38 -2.70 3.96
C -4.69 -3.37 4.96
C -3.35 -3.10 5.16
C -2.69 -2.19 4.35
C -1.88 1.16 3.23
C -0.97 1.01 4.27
C -0.56 2.08 5.04
C -1.06 3.35 4.79
C -1.98 3.53 3.77
C -2.37 2.45 2.99
H -2.87 -0.02 -0.57
H -5.25 -1.28 2.37
H -6.43 -2.88 3.80
H -5.20 -4.09 5.58
H -2.81 -3.60 5.95
H -1.64 -2.00 4.52
H -0.56 0.02 4.47
H 0.15 1.93 5.83
H -0.74 4.19 5.39
H -2.39 4.51 3.56
H -3.08 2.60 2.18
C 2.53 4.36 -0.65
O 2.10 3.38 -1.59
C 1.34 2.40 -1.09
O 1.02 2.35 0.08
C 0.83 1.46 -2.09
C 1.53 1.18 -3.22
As 3.45 1.09 -2.89
C 4.03 -0.28 -4.19
C 3.02 -0.20 -1.44
C 1.90 -0.45 -0.76
As -0.03 0.06 -1.05
C -0.36 -1.36 -2.36
C 1.78 -1.34 0.42
O 0.72 -1.88 0.67
O 2.85 -1.39 1.17
C 2.75 -2.16 2.37
C 4.28 -0.94 -1.15
O 4.38 -2.12 -1.03
O 5.30 -0.07 -1.16
C 6.59 -0.59 -0.84
C 0.80 0.69 -4.37
O -0.43 0.78 -4.43
O 1.53 0.31 -5.40
C 0.85 0.05 -6.61
H 3.20 5.03 -1.18
H 3.04 3.88 0.19
H 1.67 4.91 -0.26
H 4.10 0.15 -5.19
H 3.35 -1.12 -4.21
H 5.03 -0.63 -3.91
H 0.47 -1.50 -3.04
H -1.27 -1.17 -2.94
H -0.49 -2.27 -1.78
H 3.72 -2.08 2.86
H 2.53 -3.20 2.14
H 1.96 -1.75 3.00
H 7.33 0.08 -1.30
H 6.70 -1.60 -1.23
H 6.72 -0.60 0.24
H 1.61 -0.21 -7.34
H 0.28 0.92 -6.93
H 0.15 -0.78 -6.47

Computed properties:
E_LUMO: -3.9765 eV
M: 806.1 g mol⁻¹
Charge: +1
E: -9058.0584 a.u.
Energy relative to the best compared isomer or geometry (same formula, charge and spin): 1.4241 eV


Record 5
# C27H32BI2N5OP2S2Ti

A structure of composition C27H32BI2N5OP2S2Ti (ωB97M-V/def2-TZVPD, the OMol25 dataset).

Geometry (Å):
Ti 0.77 -0.06 0.54
C -2.94 -1.10 -0.12
P -1.32 -1.57 0.58
C -1.07 -3.17 -0.27
C -1.69 -2.09 2.30
C -2.95 -2.55 2.68
C -3.20 -2.94 3.99
C -2.18 -2.88 4.93
C -0.92 -2.44 4.56
C -0.66 -2.03 3.25
P 1.01 -1.42 2.74
C 1.69 -0.71 4.28
C 1.94 -2.99 2.63
H -3.67 -1.91 -0.10
H -2.77 -0.83 -1.17
H -3.34 -0.22 0.39
H -1.91 -3.84 -0.10
H -0.15 -3.64 0.08
H -0.96 -2.99 -1.34
H -3.75 -2.60 1.96
H -4.18 -3.29 4.28
H -2.36 -3.18 5.95
H -0.14 -2.40 5.30
H 1.76 -1.43 5.10
H 1.08 0.14 4.58
H 2.69 -0.34 4.05
H 1.86 -3.57 3.55
H 2.99 -2.76 2.43
H 1.58 -3.59 1.79
I 3.21 -4.21 -1.43
C 2.22 -2.68 -2.43
C 2.17 -2.68 -3.83
C 1.48 -1.71 -4.52
I 1.45 -1.79 -6.60
C 0.81 -0.68 -3.80
C 0.03 0.34 -4.40
C -0.58 1.27 -3.62
C -0.41 1.22 -2.23
N 0.31 0.30 -1.63
C 0.90 -0.67 -2.40
C 1.61 -1.70 -1.66
O 1.62 -1.67 -0.37
H 2.67 -3.47 -4.37
H -0.07 0.36 -5.48
H -1.18 2.06 -4.06
H -0.85 1.97 -1.59
C 3.78 1.04 -2.61
N 2.89 2.11 -2.20
C 2.37 3.08 -3.03
C 1.60 3.88 -2.26
N 1.64 3.40 -0.96
B 0.90 4.11 0.23
N -0.61 3.63 0.29
C -1.63 4.30 -0.35
C -2.81 3.79 0.04
N -2.51 2.78 0.94
C -3.48 2.04 1.73
C -1.17 2.70 1.10
S -0.38 1.58 2.13
C 2.44 2.33 -0.93
S 2.88 1.36 0.42
H 3.48 0.70 -3.60
H 3.69 0.22 -1.90
H 4.81 1.39 -2.63
H 2.59 3.11 -4.08
H 1.04 4.76 -2.51
H 0.85 5.28 -0.05
H 1.44 3.86 1.27
H -1.42 5.11 -1.04
H -3.83 4.04 -0.22
H -4.39 1.90 1.14
H -3.73 2.59 2.64
H -3.05 1.08 2.01

Computed properties:
E_LUMO (spin up / spin down): -0.0859 / -0.0947 eV
M: 881.2 g mol⁻¹
Charge: 0
E: -4346.1092 a.u.
Spin multiplicity: 3
<S²>: 2.006
Energy relative to the best compared isomer or geometry (same formula, charge and spin): 0.0000 eV


Record 6
# C27H32BIrN7O3PS

A structure of composition C27H32BIrN7O3PS (ωB97M-V/def2-TZVPD, the OMol25 dataset).

Geometry (Å):
Ir 0.37 0.06 -0.49
B -2.88 -0.07 -0.19
N -2.34 1.14 -1.01
C -3.00 2.14 -1.59
C -2.10 3.06 -2.10
C -0.86 2.54 -1.78
N -1.02 1.38 -1.13
N -2.25 -1.35 -0.81
C -2.82 -2.49 -1.22
C -1.83 -3.40 -1.57
C -0.64 -2.72 -1.34
N -0.91 -1.49 -0.89
H -2.49 0.03 0.95
H -4.07 -0.11 -0.31
H -4.08 2.13 -1.59
H -2.31 3.97 -2.63
H 0.13 2.92 -1.98
H -3.89 -2.58 -1.21
H -1.95 -4.40 -1.94
H 0.38 -3.04 -1.46
C 2.07 1.35 -0.49
C 1.30 1.79 0.39
C 0.79 2.63 1.43
C 1.51 3.78 1.76
C 1.04 4.62 2.76
C -0.14 4.32 3.41
C -0.86 3.18 3.08
C -0.40 2.33 2.09
H 2.43 4.01 1.24
H 1.60 5.51 3.02
H -0.51 4.98 4.19
H -1.78 2.95 3.60
H -0.95 1.43 1.83
C 5.83 -0.94 -1.91
N 4.95 -0.44 -2.97
C 5.50 0.80 -3.51
N 5.74 1.83 -2.50
C 6.60 1.28 -1.45
N 6.07 0.05 -0.85
C 4.88 0.29 -0.04
P 3.61 0.96 -1.16
C 3.57 -0.27 -2.50
C 4.49 2.35 -1.96
H 6.79 -1.19 -2.36
H 5.40 -1.84 -1.47
H 4.83 1.19 -4.28
H 6.46 0.56 -3.98
H 6.75 2.02 -0.67
H 7.56 1.04 -1.90
H 5.09 1.01 0.76
H 4.51 -0.62 0.43
H 2.93 0.07 -3.31
H 3.17 -1.21 -2.11
H 4.69 3.14 -1.22
H 3.87 2.78 -2.75
C 0.16 -7.19 2.71
C 0.55 -5.78 2.38
C -0.42 -4.81 2.14
C -0.06 -3.50 1.86
C 1.28 -3.16 1.84
C 2.27 -4.11 2.08
C 1.89 -5.41 2.35
S 1.75 -1.52 1.45
O 0.62 -0.64 1.79
O 3.02 -1.23 2.05
O 1.83 -1.41 -0.07
H -0.86 -7.41 2.37
H 0.19 -7.35 3.79
H 0.84 -7.91 2.25
H -1.47 -5.08 2.17
H -0.82 -2.74 1.69
H 3.31 -3.82 2.08
H 2.66 -6.15 2.55

Computed properties:
E_LUMO (spin up / spin down): -3.0489 / -3.9506 eV
M: 768.7 g mol⁻¹
Charge: +1
E: -2525.5996 a.u.
Spin multiplicity: 2
<S²>: 0.754
Energy relative to the best compared isomer or geometry (same formula, charge and spin): 0.0000 eV


Record 7
# C27H32BrF5N7OsSe

A structure of composition C27H32BrF5N7OsSe in a non-equilibrium geometry (ωB97M-V/def2-TZVPD, the OMol25 dataset).

Geometry (Å):
Os -0.34 -0.68 0.54
C -3.07 1.87 2.73
N -1.66 1.82 2.30
C -0.75 1.24 3.28
C -1.29 2.14 1.06
N -0.24 1.42 0.49
C 0.63 2.04 -0.37
C 0.92 3.42 -0.36
C 1.67 3.97 -1.35
C 2.16 3.17 -2.43
C 2.01 1.82 -2.40
C 1.33 1.20 -1.31
N 1.26 -0.14 -1.13
C 2.21 -0.97 -1.67
N 3.52 -0.66 -1.70
C 4.40 -1.11 -2.80
C 4.21 0.19 -0.73
N 1.83 -2.14 -2.17
C 0.46 -2.36 -2.65
C 2.65 -3.36 -2.03
N -1.93 3.09 0.41
C -2.54 4.24 1.12
C -2.07 3.16 -1.06
H -3.28 0.97 3.30
H -3.73 1.90 1.86
H -3.27 2.73 3.37
H -0.96 1.68 4.25
H 0.28 1.46 3.02
H -0.90 0.16 3.37
H 0.52 4.05 0.44
H 1.90 5.03 -1.32
H 2.67 3.64 -3.26
H 2.41 1.20 -3.19
H 3.83 -1.60 -3.58
H 5.18 -1.78 -2.44
H 4.88 -0.23 -3.22
H 3.57 0.39 0.13
H 4.51 1.14 -1.18
H 5.10 -0.33 -0.39
H 0.11 -1.51 -3.24
H -0.25 -2.53 -1.83
H 0.45 -3.24 -3.28
H 3.51 -3.17 -1.40
H 2.99 -3.72 -3.00
H 2.04 -4.14 -1.57
H -2.13 4.33 2.11
H -3.63 4.16 1.18
H -2.30 5.14 0.55
H -1.70 2.26 -1.54
H -1.53 4.02 -1.45
H -3.12 3.27 -1.31
Br -0.42 -3.13 1.59
C 1.12 -2.34 2.37
C 1.95 -2.97 3.25
C 3.05 -2.22 3.69
C 3.23 -0.92 3.23
C 2.32 -0.39 2.34
N 1.26 -1.10 1.92
H 1.77 -3.98 3.59
H 3.74 -2.66 4.40
H 4.07 -0.33 3.56
H 2.40 0.63 1.98
F -6.89 -4.14 -0.19
C -5.87 -3.34 -0.34
C -5.26 -2.77 0.76
F -5.71 -3.03 1.96
C -4.17 -1.91 0.60
F -3.70 -1.37 1.70
C -3.63 -1.60 -0.66
Se -2.20 -0.40 -0.99
C -4.29 -2.17 -1.75
F -3.89 -1.93 -2.97
C -5.40 -3.03 -1.60
F -5.97 -3.54 -2.65

Computed properties:
E_LUMO (spin up / spin down): -8.6887 / -10.7414 eV
M: 898.7 g mol⁻¹
Charge: +3
E: -6995.7618 a.u.
Spin multiplicity: 5
<S²>: 6.033
Energy relative to the best compared isomer or geometry (same formula, charge and spin): 0.0000 eV